Molecular formula: Cl2H3PSi
Method: DFT, wB97M-V/def2-TZVPD

Cartesian coordinates (Å):
H -2.05 1.96 0.02
P -2.30 0.59 -0.67
Si -0.61 -0.17 0.26
Cl -0.04 -2.00 -0.17
H -0.08 0.39 1.52
Cl 2.95 0.13 -0.48
H 2.13 -0.90 -0.48

Its net charge is 0. The largest force on an atom comes out at 0.05405 Eh/bohr. The calculation puts the HOMO energy at -8.7 eV. The structure (SMILES) is [H]/P=[SiH]/Cl.Cl. Its lowest unoccupied orbital energy is -0.535 eV.

And the Löwdin charges, in e, turn out to be:
1 H -0.1681
2 P 0.3270
3 Si -0.2628
4 Cl 0.2610
5 H -0.0966
6 Cl 0.2538
7 H -0.3144

Molecular formula: C23H27BN4O3
Method: DFT, wB97M-V/def2-TZVPD

Cartesian coordinates (Å):
C -1.26 -2.55 6.37
N -2.22 -2.46 5.31
C -2.60 -3.55 4.57
O -2.10 -4.67 4.62
C -3.76 -3.12 3.67
C -5.05 -3.96 3.82
C -4.95 -5.45 3.48
C -5.28 -6.42 4.44
C -4.94 -7.76 4.25
C -4.41 -8.17 3.02
C -4.26 -7.24 1.98
C -4.55 -5.89 2.21
N -3.86 -1.71 4.02
C -4.67 -0.89 3.32
C -4.71 0.44 3.57
C -5.52 1.32 2.71
C -5.82 2.78 3.14
C -6.77 3.57 2.45
C -6.98 4.92 2.80
C -6.29 5.48 3.87
C -5.36 4.69 4.56
N -4.53 5.19 5.61
O -4.60 6.39 5.95
O -3.74 4.38 6.16
C -5.11 3.37 4.17
C -2.96 -1.23 5.08
C -3.69 -0.74 6.35
C -1.99 -0.06 4.79
H -0.86 -3.57 6.44
H -0.45 -1.84 6.18
H -1.76 -2.28 7.31
H -3.46 -3.22 2.61
H -5.42 -3.87 4.85
H -5.80 -3.52 3.14
H -5.81 -6.09 5.34
H -5.10 -8.49 5.07
H -4.13 -9.22 2.87
H -3.90 -7.57 0.99
H -4.49 -5.16 1.38
H -5.31 -1.32 2.55
H -4.21 0.92 4.40
H -5.25 1.24 1.65
H -6.44 0.79 2.77
H -7.31 3.15 1.60
H -7.64 5.54 2.20
H -6.36 6.54 4.11
H -4.35 2.84 4.74
H -4.29 -1.55 6.79
H -2.92 -0.37 7.05
H -4.35 0.10 6.11
H -1.24 -0.27 4.01
H -2.51 0.85 4.47
H -1.51 0.22 5.75
B -9.97 -0.23 0.64
C -9.34 0.20 -0.63
N -8.57 0.65 -1.44
H -9.65 -1.31 1.06
H -10.60 0.61 1.19

Its net charge is 0. The largest force on an atom comes out at 0.11882 Eh/bohr. The calculation puts the HOMO energy at -7.8 eV. The structure (SMILES) is CN1C(=O)[C@@H](Cc2ccccc2)N(/C=C/Cc2cccc([N+](=O)[O-])c2)C1(C)C.BC#N. Its lowest unoccupied orbital energy is -1.591 eV.

Atom charges from the Löwdin analysis, given in e for atoms 1 to 8:
1 C -0.0171
2 N -0.0357
3 C -0.3647
4 O 0.0749
5 C -0.1707
6 C -0.0811
7 C -0.2232
8 C -0.0499

Molecular formula: C33H51Cl9O30S3
Method: DFT, wB97M-V/def2-TZVPD

Cartesian coordinates (Å):
C -4.13 2.05 -8.49
Cl -4.17 3.51 -9.69
Cl -5.74 1.87 -7.80
Cl -2.83 2.29 -7.27
H -3.90 1.13 -9.03
C -4.33 7.24 3.94
Cl -5.35 7.17 5.35
Cl -2.61 7.27 4.36
Cl -4.64 8.72 2.97
H -4.60 6.36 3.37
C 6.43 0.50 5.39
Cl 6.16 0.13 7.06
Cl 8.16 0.92 5.10
Cl 5.37 1.73 4.76
H 6.25 -0.42 4.83
C -1.75 10.10 -3.07
C -0.51 10.33 -2.32
C -0.70 11.28 -1.11
O 0.25 10.77 -0.21
C 0.61 9.49 -0.67
O 1.46 8.75 -0.14
O -0.08 9.14 -1.71
H -2.04 10.96 -3.69
H -2.60 9.81 -2.46
H -1.61 9.19 -3.64
H 0.35 10.65 -2.90
H -1.66 11.30 -0.58
H -0.48 12.28 -1.47
C 3.50 -5.93 8.21
C 2.35 -5.63 7.21
C 1.46 -4.51 7.68
O 1.38 -3.67 6.54
C 2.32 -4.07 5.61
O 2.55 -3.52 4.55
O 2.96 -5.13 6.05
H 3.19 -6.11 9.23
H 4.11 -5.04 8.33
H 4.15 -6.68 7.75
H 1.90 -6.55 6.82
H 1.90 -3.92 8.48
H 0.44 -4.80 7.93
C 0.83 1.71 -0.97
C 0.36 2.06 0.41
C -0.85 2.99 0.47
O -1.75 2.40 1.41
C -1.33 1.15 1.77
O -2.03 0.28 2.37
O -0.11 1.00 1.22
H 1.61 2.35 -1.38
H 0.06 1.54 -1.71
H 1.29 0.72 -0.88
H 1.22 2.42 0.98
H -1.33 3.06 -0.51
H -0.74 4.03 0.77
C -4.41 -1.84 -3.29
C -5.50 -2.52 -2.39
C -6.88 -1.92 -2.37
O -7.72 -3.03 -2.69
C -7.03 -4.07 -3.12
O -7.55 -5.06 -3.69
O -5.73 -3.83 -2.92
H -4.30 -0.81 -2.94
H -4.62 -1.94 -4.35
H -3.44 -2.31 -3.09
H -5.15 -2.71 -1.37
H -6.99 -1.13 -3.12
H -7.11 -1.61 -1.35
C 3.12 -5.82 -0.78
C 4.52 -5.81 -1.35
C 5.66 -5.58 -0.36
O 6.46 -6.78 -0.22
C 5.84 -7.76 -1.05
O 6.14 -8.92 -1.13
O 4.80 -7.20 -1.70
H 2.39 -6.35 -1.39
H 2.71 -4.81 -0.71
H 2.97 -6.32 0.18
H 4.69 -5.33 -2.31
H 5.40 -5.33 0.67
H 6.24 -4.71 -0.67
C 5.94 0.77 -7.24
C 4.62 0.23 -7.67
C 4.79 -0.98 -8.57
O 3.99 -1.94 -7.88
C 3.36 -1.49 -6.79
O 2.66 -2.09 -6.00
O 3.77 -0.21 -6.59
H 6.36 0.14 -6.44
H 6.05 1.80 -6.92
H 6.64 0.73 -8.07
H 4.14 0.88 -8.40
H 5.82 -1.29 -8.76
H 4.48 -0.82 -9.60
C 7.82 4.37 0.41
C 6.63 4.24 -0.66
O 7.10 3.33 -1.60
S 7.76 2.09 -0.71
O 8.77 1.45 -1.56
O 6.85 1.28 0.07
O 8.51 3.11 0.34
H 7.39 4.57 1.39
H 8.50 5.15 0.08
H 6.34 5.18 -1.13
H 5.80 3.72 -0.18
C -3.70 -6.77 2.25
C -5.14 -7.43 2.35
O -5.13 -8.25 1.19
S -3.67 -8.86 0.77
O -3.59 -8.81 -0.66
O -3.30 -10.07 1.51
O -2.90 -7.58 1.47
H -3.28 -6.77 3.25
H -3.76 -5.76 1.87
H -5.97 -6.72 2.32
H -5.28 -8.17 3.14
C -7.71 1.04 5.13
C -8.92 1.80 5.69
O -9.75 2.13 4.64
S -8.93 2.47 3.28
O -8.46 3.84 3.39
O -9.55 1.94 2.03
O -7.71 1.37 3.76
H -7.84 -0.04 5.19
H -6.75 1.33 5.55
H -8.58 2.66 6.26
H -9.44 1.25 6.46

Its net charge is 0. The largest force on an atom comes out at 0.11467 Eh/bohr. The calculation puts the HOMO energy at -10.5 eV. Its lowest unoccupied orbital energy is -0.129 eV.

Atom charges from the Löwdin analysis, given in e for atoms 1 to 8:
1 C -1.4277
2 Cl 0.4117
3 Cl 0.5139
4 Cl 0.4885
5 H 0.0129
6 C -1.5513
7 Cl 0.5440
8 Cl 0.5087

Molecular formula: C19H32ClNO8
Method: DFT, wB97M-V/def2-TZVPD

Cartesian coordinates (Å):
C 3.63 0.31 2.99
C 2.50 -0.37 2.82
C 2.28 -1.43 1.77
N 1.01 -1.22 1.07
C 0.34 -0.12 1.05
C -1.01 -0.21 0.42
C -1.90 0.47 1.49
C -1.74 1.99 1.58
C -1.58 2.47 3.01
O -0.21 2.27 3.47
C -1.16 0.43 -0.97
C -2.51 0.13 -1.57
O -3.52 -0.04 -0.98
O -2.50 0.13 -2.98
C -1.81 -0.90 -3.55
C -1.06 -0.49 -4.78
O -1.81 -2.00 -3.08
C -1.14 -1.78 0.40
C 0.31 -2.28 0.32
C 0.80 -2.57 -1.12
C 2.26 -2.24 -1.51
C 2.53 -0.80 -1.99
C 3.51 -0.02 -1.09
C 3.09 -0.82 -3.43
H 4.59 0.02 2.59
H 3.62 1.18 3.63
H 1.66 -0.20 3.49
H 2.19 -2.41 2.25
H 3.10 -1.50 1.06
H 0.69 0.77 1.56
H -2.94 0.16 1.38
H -1.56 0.05 2.45
H -2.60 2.48 1.12
H -0.87 2.33 1.00
H -2.23 1.88 3.66
H -1.84 3.52 3.12
H 0.35 2.59 2.75
H -1.09 1.52 -0.92
H -0.40 0.12 -1.68
H -1.69 0.09 -5.45
H -0.23 0.16 -4.47
H -0.67 -1.37 -5.27
H -1.54 -1.99 1.39
H -1.76 -2.20 -0.39
H 0.33 -3.22 0.86
H 0.13 -2.12 -1.85
H 0.67 -3.64 -1.24
H 2.94 -2.55 -0.71
H 2.49 -2.90 -2.34
H 1.61 -0.21 -2.04
H 4.36 -0.64 -0.83
H 3.03 0.27 -0.15
H 3.83 0.91 -1.57
H 3.71 0.07 -3.59
H 2.28 -0.74 -4.16
H 3.68 -1.71 -3.61
O -5.98 2.45 3.02
Cl -5.24 3.69 2.93
O -6.10 4.75 2.49
O -4.16 3.51 1.97
O -4.65 4.00 4.21

Its net charge is 0. The largest force on an atom comes out at 0.02715 Eh/bohr. The calculation puts the HOMO energy at -7.9 eV. Its lowest unoccupied orbital energy is -1.578 eV.

Atom charges from the Löwdin analysis, given in e for atoms 1 to 8:
1 C 0.0512
2 C -0.1599
3 C -0.1168
4 N 0.0339
5 C 0.0744
6 C -0.3399
7 C -0.1033
8 C -0.1731

Among the records above, which one has the lowest HOMO? C33H51Cl9O30S3

Among the records above, which one has the lowest lowest unoccupied orbital energy? C23H27BN4O3

What is the formula in the fourth record? C19H32ClNO8

What did the second record say?
Molecular formula: C23H27BN4O3
Method: DFT, wB97M-V/def2-TZVPD

Cartesian coordinates (Å):
C -1.26 -2.55 6.37
N -2.22 -2.46 5.31
C -2.60 -3.55 4.57
O -2.10 -4.67 4.62
C -3.76 -3.12 3.67
C -5.05 -3.96 3.82
C -4.95 -5.45 3.48
C -5.28 -6.42 4.44
C -4.94 -7.76 4.25
C -4.41 -8.17 3.02
C -4.26 -7.24 1.98
C -4.55 -5.89 2.21
N -3.86 -1.71 4.02
C -4.67 -0.89 3.32
C -4.71 0.44 3.57
C -5.52 1.32 2.71
C -5.82 2.78 3.14
C -6.77 3.57 2.45
C -6.98 4.92 2.80
C -6.29 5.48 3.87
C -5.36 4.69 4.56
N -4.53 5.19 5.61
O -4.60 6.39 5.95
O -3.74 4.38 6.16
C -5.11 3.37 4.17
C -2.96 -1.23 5.08
C -3.69 -0.74 6.35
C -1.99 -0.06 4.79
H -0.86 -3.57 6.44
H -0.45 -1.84 6.18
H -1.76 -2.28 7.31
H -3.46 -3.22 2.61
H -5.42 -3.87 4.85
H -5.80 -3.52 3.14
H -5.81 -6.09 5.34
H -5.10 -8.49 5.07
H -4.13 -9.22 2.87
H -3.90 -7.57 0.99
H -4.49 -5.16 1.38
H -5.31 -1.32 2.55
H -4.21 0.92 4.40
H -5.25 1.24 1.65
H -6.44 0.79 2.77
H -7.31 3.15 1.60
H -7.64 5.54 2.20
H -6.36 6.54 4.11
H -4.35 2.84 4.74
H -4.29 -1.55 6.79
H -2.92 -0.37 7.05
H -4.35 0.10 6.11
H -1.24 -0.27 4.01
H -2.51 0.85 4.47
H -1.51 0.22 5.75
B -9.97 -0.23 0.64
C -9.34 0.20 -0.63
N -8.57 0.65 -1.44
H -9.65 -1.31 1.06
H -10.60 0.61 1.19

Its net charge is 0. The largest force on an atom comes out at 0.11882 Eh/bohr. The calculation puts the HOMO energy at -7.8 eV. The structure (SMILES) is CN1C(=O)[C@@H](Cc2ccccc2)N(/C=C/Cc2cccc([N+](=O)[O-])c2)C1(C)C.BC#N. Its lowest unoccupied orbital energy is -1.591 eV.

Atom charges from the Löwdin analysis, given in e for atoms 1 to 8:
1 C -0.0171
2 N -0.0357
3 C -0.3647
4 O 0.0749
5 C -0.1707
6 C -0.0811
7 C -0.2232
8 C -0.0499